(1)
DFT (the ωB97M-V functional and the def2-TZVPD basis) results for a molecular structure, C5H10FeO4 in a non-equilibrium geometry.

Geometry (Å):
O (1.75188, -1.31158, -1.79834)
C (0.57748, -1.46781, -2.39284)
C (-0.59574, -1.38613, -1.72534)
O (1.01841, -1.64170, 1.83515)
C (-1.27686, -0.50397, 0.87997)
C (-0.60593, 0.77614, 1.33045)
O (0.62355, 1.00543, 0.63261)
C (0.69747, 2.23230, -0.08710)
H (0.56987, -1.81812, -3.43437)
H (-1.58228, -1.59514, -2.13991)
H (-1.90419, -0.93343, 1.67422)
H (-2.05511, -0.17857, 0.16894)
H (-1.28779, 1.63173, 1.24758)
H (-0.31166, 0.67904, 2.38381)
H (1.43425, 2.08225, -0.88334)
H (-0.28287, 2.48168, -0.51660)
H (1.03467, 3.03009, 0.58808)
Fe (1.44817, -0.74937, 0.02925)
O (-0.48931, -1.29491, -0.34814)
H (1.23598, -1.03793, 2.55590)

As for the net charge: +1. The value obtained for the gap between HOMO and LUMO (spin up / spin down) is 0.350 / 0.236 Ha. The multiplicity is 6. The HOMO energy (spin up / spin down) comes out at -0.493 / -0.488 Ha.



(2)
DFT (the ωB97M-V functional and the def2-TZVPD basis) results for a molecular structure, C8H16BrFN2O5Si2.

Geometry (Å):
C (2.26932, 2.68101, 0.67746)
C (2.13989, 1.69793, 1.82922)
O (1.95359, 0.34629, 1.36101)
Si (0.45880, -0.19124, 1.05120)
F (-0.12878, -0.93324, 2.32590)
O (-0.52186, 1.04985, 0.67276)
Si (-2.13154, 0.80862, 0.32425)
N (-3.00686, 1.64646, 1.56907)
C (-2.57419, 1.54746, -1.34304)
C (-3.27655, 0.61216, -2.25133)
O (-4.41849, 0.68210, -2.54268)
Br (-2.22934, -0.87193, -2.94002)
N (0.53149, -1.30150, -0.26956)
C (0.57673, -2.71573, 0.05290)
C (-0.76492, -3.37349, 0.00340)
O (1.59416, -3.29061, 0.33304)
C (1.46953, -0.86558, -1.28782)
C (2.85612, -1.42307, -1.30338)
O (1.10281, -0.02875, -2.06700)
H (1.83818, 3.64319, 0.93904)
H (3.31222, 2.82787, 0.40969)
H (1.76248, 2.29888, -0.20500)
H (3.06187, 1.67874, 2.40443)
H (1.34374, 1.97922, 2.51671)
H (-2.48060, -0.62439, 0.39276)
H (-2.38176, 1.91001, 2.32078)
H (-3.74654, 1.08122, 1.96534)
H (-3.26626, 2.36746, -1.16340)
H (-1.67189, 1.94884, -1.80319)
H (-0.64465, -4.44521, -0.09418)
H (-1.29998, -3.12846, 0.92074)
H (-1.34296, -2.96501, -0.82168)
H (2.87975, -2.41230, -1.75274)
H (3.28134, -1.48206, -0.30913)
H (3.45512, -0.75476, -1.91552)

As for the net charge: 0. The value obtained for the gap between HOMO and LUMO is 0.393 Ha. The HOMO energy comes out at -0.375 Ha.



(3)
DFT (the ωB97M-V functional and the def2-TZVPD basis) results for a gas-phase ion, C4H3F3NO5S2 (charge -1) in a non-equilibrium geometry.

Geometry (Å):
C (1.08844, 0.99366, -1.03494)
C (-0.66281, -1.84714, -0.70520)
C (-1.37552, -0.52781, -0.51734)
C (3.32287, 0.05990, 0.14400)
N (-1.30131, -0.05276, 0.74109)
O (-0.78829, -2.47553, -1.71846)
O (-1.92455, 0.04699, -1.43441)
O (-0.40393, -2.26639, 1.97054)
O (2.47970, -1.36852, -1.74659)
O (1.49433, -1.55285, 0.62484)
F (4.08623, -1.00434, 0.55696)
F (4.05704, 0.98117, -0.50860)
F (2.91054, 0.69434, 1.24132)
S (0.35568, -2.61485, 0.73605)
S (1.87718, -0.35266, -0.87352)
H (0.53688, 0.89777, -1.86960)
H (-0.56742, -0.27084, 1.35287)
H (-1.89158, 0.80166, 0.85128)

As for the net charge: -1. The value obtained for the gap between HOMO and LUMO is 0.296 Ha. The value obtained for the energy relative to the best compared isomer or geometry (same formula, charge and spin) is 0.362 eV. The HOMO energy comes out at -0.184 Ha.



(4)
DFT (the ωB97M-V functional and the def2-TZVPD basis) results for 8 unconnected molecules or ions with the total composition C37H77N2O7 in a non-equilibrium geometry.

Geometry (Å):
C (77.32149, 38.08176, 83.02144)
N (78.16719, 36.83451, 83.11753)
C (79.36629, 36.86806, 82.51890)
C (80.39243, 36.10369, 82.95875)
C (80.15829, 35.34228, 84.15403)
C (78.77840, 35.21039, 84.65117)
C (77.82717, 35.95937, 84.11974)
C (81.29242, 34.53115, 84.65401)
C (82.70028, 34.82069, 84.27304)
C (83.69493, 33.99245, 84.75615)
N (83.42110, 32.92965, 85.46240)
C (82.17075, 32.45120, 85.73576)
C (81.11060, 33.16382, 85.33787)
C (84.30802, 31.75782, 85.21544)
H (77.24388, 38.64285, 83.80105)
H (76.26472, 37.57595, 82.59125)
H (77.64999, 38.71197, 82.16466)
H (79.53787, 37.40994, 81.60435)
H (81.48252, 36.08978, 82.39994)
H (78.70975, 34.54623, 85.51394)
H (76.95429, 35.72472, 84.51910)
H (82.90901, 35.78848, 83.78377)
H (84.61422, 34.19672, 84.53597)
H (81.88355, 31.50895, 86.37542)
H (80.15926, 32.65161, 85.64767)
H (84.59000, 31.25326, 86.24149)
H (85.20492, 31.89474, 84.81909)
H (83.85266, 31.07208, 84.42095)
C (84.34910, 36.49175, 81.45173)
O (83.23762, 37.13534, 81.76339)
H (84.30729, 36.19738, 80.40428)
H (84.43747, 35.51203, 82.00716)
H (85.15292, 36.73198, 81.74219)
C (85.18681, 37.51425, 85.03593)
C (84.34693, 37.55456, 86.32594)
O (84.51665, 36.23216, 86.89251)
C (83.79475, 35.95128, 88.09331)
C (84.44298, 34.84362, 88.65015)
H (85.29097, 38.48159, 84.49189)
H (84.90154, 36.89040, 84.13279)
H (86.28116, 37.12417, 85.25862)
H (83.30663, 37.65409, 86.07119)
H (84.42473, 38.21720, 86.98372)
H (82.79250, 35.72294, 87.89847)
H (83.66569, 36.84748, 88.65578)
H (85.50106, 34.90103, 88.81756)
H (84.31069, 34.08947, 87.99418)
H (84.07592, 34.51426, 89.62715)
C (81.49670, 31.61979, 81.40573)
C (82.41381, 32.67388, 80.98464)
O (82.57533, 32.42753, 79.57444)
C (83.50284, 33.37397, 78.94916)
C (83.66030, 33.22062, 77.53545)
H (80.38983, 31.98455, 81.02221)
H (81.46793, 31.41894, 82.52661)
H (81.85253, 30.60024, 81.09053)
H (83.38802, 32.53395, 81.34891)
H (81.94141, 33.59925, 81.24606)
H (84.37464, 33.41650, 79.57792)
H (82.98118, 34.33367, 78.98164)
H (83.81740, 32.28529, 77.51747)
H (83.97721, 33.94305, 76.97721)
H (82.72202, 33.32573, 77.12627)
C (85.24186, 39.45916, 74.32884)
C (85.39389, 38.35050, 75.41945)
O (84.06093, 38.50265, 76.01839)
C (83.98493, 37.80048, 77.28597)
C (82.76009, 38.13974, 78.08534)
H (84.66180, 39.24365, 73.42904)
H (86.30800, 39.49239, 73.82107)
H (84.98272, 40.33853, 74.71049)
H (86.14037, 38.46063, 76.16233)
H (85.55013, 37.43867, 74.88863)
H (84.84686, 38.02107, 77.93188)
H (84.00850, 36.79092, 77.14303)
H (81.79551, 37.94669, 77.54487)
H (82.60689, 39.35179, 78.19664)
H (82.92587, 37.73782, 79.13477)
C (88.62990, 34.66243, 74.99754)
C (87.34057, 34.79393, 75.93101)
O (87.91964, 35.36757, 77.17513)
C (87.07114, 35.53460, 78.17593)
C (87.40165, 36.60004, 78.98236)
H (89.25167, 34.19370, 75.60423)
H (88.87234, 35.71013, 74.50860)
H (88.41699, 34.16776, 74.18705)
H (86.67358, 33.94162, 76.15992)
H (86.54129, 35.59486, 75.55495)
H (87.14870, 34.82784, 78.81841)
H (86.11380, 35.56686, 77.93126)
H (86.94970, 36.31429, 79.83010)
H (87.06034, 37.57405, 78.55581)
H (88.41822, 36.69340, 79.20136)
C (87.58360, 33.73575, 86.63233)
C (87.69027, 34.44915, 85.26730)
O (87.09846, 33.55430, 84.23675)
C (87.13802, 34.04823, 82.94289)
C (86.32426, 33.24406, 82.02703)
H (88.02432, 34.50191, 87.30968)
H (88.16870, 32.98139, 86.46678)
H (86.54820, 33.57437, 86.90666)
H (88.72171, 34.54237, 84.81423)
H (87.07219, 35.21850, 85.23517)
H (88.15071, 33.99980, 82.51520)
H (86.94364, 35.09445, 83.18026)
H (86.84331, 32.57058, 81.89452)
H (86.21339, 33.55866, 80.95881)
H (85.34777, 33.15988, 82.30732)
C (87.08905, 41.78142, 78.07060)
C (86.20316, 40.56832, 78.51353)
O (85.88794, 40.87023, 79.88622)
C (84.99253, 39.82941, 80.42411)
C (84.88736, 40.08278, 81.72789)
H (88.19342, 41.53216, 78.13136)
H (87.00420, 42.76599, 78.63863)
H (86.86254, 41.99217, 77.00628)
H (86.74945, 39.70048, 78.09964)
H (85.32388, 40.88649, 77.93256)
H (85.30109, 38.62865, 80.24703)
H (84.08461, 39.96599, 80.16177)
H (85.83820, 40.03414, 82.26433)
H (84.11981, 39.19152, 82.09088)
H (84.49880, 41.12971, 81.79529)

As for the net charge: +1. The value obtained for the gap between HOMO and LUMO is 0.125 Ha. The value obtained for the energy relative to the best compared isomer or geometry (same formula, charge and spin) is 16.628 eV. The HOMO energy comes out at -0.333 Ha.